Formula: C5H13N2O
Source: the Open Molecules 2025 dataset
Level of theory: wB97M-V/def2-TZVPD

## Properties
Expectation value of S²: 0.79
HOMO (spin up / spin down) (eV): -9.090 / -9.071
Frontier orbital gap (spin up / spin down) (eV): 9.9 / 7.3

Structure (ORCA input):
```
! RIJCOSX wB97M-V def2-TZVPD def2/J DEFGRID3
* xyz 0 2
C 0.22 -1.16 -1.31
O 0.70 -1.83 -0.16
C 1.03 0.04 -1.66
N 0.63 0.52 -2.95
H 0.11 -1.88 -2.17
H -0.82 -0.76 -1.09
H 0.91 0.73 -0.82
H 2.05 -0.25 -1.70
H -0.38 0.49 -3.00
H 0.72 1.53 -2.97
C 1.00 1.68 1.78
C -0.21 0.96 1.85
N -0.33 -0.38 1.55
C -1.70 -0.86 1.53
H 1.98 1.21 1.67
H 1.08 2.70 2.05
H -1.16 1.54 2.06
H 0.33 -1.31 0.73
H -1.79 -1.73 2.23
H -2.32 -0.01 1.84
H -2.06 -1.22 0.54
*
```

Results of the Mulliken charge analysis, in e, for atoms 1 through 8: atom 1 (C): -0.395, atom 2 (O): -0.648, atom 3 (C): -0.001, atom 4 (N): -0.651, atom 5 (H): 0.351, atom 6 (H): 0.068, atom 7 (H): 0.033, atom 8 (H): 0.233

Formula: C48H94F16N14O32S16
Source: the Open Molecules 2025 dataset
Level of theory: wB97M-V/def2-TZVPD

## Properties
Expectation value of S²: 0.77
HOMO (spin up / spin down) (eV): 0.779 / -3.440
Frontier orbital gap (spin up / spin down) (eV): 2.2 / 6.4

Structure (ORCA input):
```
! RIJCOSX wB97M-V def2-TZVPD def2/J DEFGRID3
* xyz -3 2
C -3.10 5.39 -0.47
N -2.41 4.06 -0.36
C -3.06 3.08 0.31
C -2.61 1.76 0.32
C -1.35 1.42 -0.18
C -0.68 2.49 -0.84
C -1.24 3.77 -0.89
C -0.73 0.09 -0.03
C -1.30 -1.11 -0.60
C -0.61 -2.34 -0.62
N 0.57 -2.45 -0.01
C 1.23 -1.32 0.39
C 0.60 -0.07 0.40
C 1.25 -3.75 0.14
H -3.61 5.72 0.44
H -3.73 5.42 -1.35
H -2.35 6.17 -0.60
H -4.00 3.40 0.73
H -3.19 1.03 0.86
H 0.34 2.33 -1.16
H -0.82 4.56 -1.50
H -2.27 -1.18 -1.08
H -0.87 -3.30 -1.05
H 2.25 -1.40 0.72
H 1.23 0.78 0.64
H 0.67 -4.59 -0.25
H 1.51 -3.85 1.19
H 2.09 -3.72 -0.55
C -7.79 0.89 1.27
C -7.16 0.89 2.70
C -6.92 -0.53 3.36
N -5.77 -0.63 4.44
C -5.85 -2.00 5.14
C -4.64 -2.42 5.96
C -3.30 -1.96 5.32
C -3.22 -0.56 4.86
C -4.39 -0.35 3.80
C -6.10 0.43 5.51
H -8.52 0.10 1.12
H -7.04 0.63 0.52
H -8.28 1.85 1.09
H -7.77 1.55 3.32
H -6.19 1.38 2.62
H -6.72 -1.44 2.80
H -7.86 -0.85 3.80
H -5.95 -2.64 4.26
H -6.71 -2.08 5.80
H -4.65 -3.47 6.23
H -4.80 -1.97 6.94
H -3.18 -2.58 4.43
H -2.56 -2.29 6.06
H -2.28 -0.31 4.37
H -3.29 0.16 5.67
H -4.13 -1.04 2.99
H -4.41 0.70 3.52
H -7.05 0.21 6.00
H -6.13 1.47 5.17
H -5.32 0.60 6.25
C -0.33 3.21 -4.73
C 0.39 3.78 -5.94
C 1.92 3.48 -6.03
N 2.66 3.97 -7.36
C 2.42 3.17 -8.67
C 2.88 1.73 -8.54
C 4.36 1.63 -8.25
C 4.70 2.43 -6.97
C 4.21 3.90 -7.01
C 2.33 5.42 -7.69
H 0.28 3.36 -3.83
H -0.60 2.16 -4.83
H -1.24 3.79 -4.57
H 0.38 4.87 -6.01
H -0.09 3.42 -6.85
H 2.12 2.41 -6.03
H 2.39 4.07 -5.25
H 1.33 3.26 -8.76
H 2.88 3.71 -9.50
H 2.18 1.26 -7.85
H 2.66 1.15 -9.43
H 4.63 0.59 -8.07
H 4.98 1.92 -9.10
H 4.19 1.96 -6.13
H 5.76 2.32 -6.73
H 4.42 4.38 -6.06
H 4.70 4.56 -7.73
H 1.27 5.39 -7.96
H 2.83 5.66 -8.63
H 2.67 5.96 -6.81
C 1.36 -1.70 3.78
C 1.58 -1.39 5.28
C 0.30 -0.96 6.14
N 0.48 -0.92 7.74
C -0.94 -0.88 8.44
C -0.80 -0.50 10.01
C 0.14 0.73 10.23
C 1.49 0.50 9.51
C 1.28 0.37 8.00
C 1.13 -2.20 8.30
H 1.09 -0.80 3.23
H 0.50 -2.36 3.69
H 2.21 -2.14 3.26
H 2.39 -0.68 5.44
H 1.94 -2.31 5.75
H -0.51 -1.69 6.08
H -0.04 -0.04 5.66
H -1.49 -0.08 7.95
H -1.43 -1.83 8.23
H -1.70 -0.22 10.55
H -0.51 -1.36 10.62
H -0.38 1.60 9.84
H 0.26 0.84 11.31
H 2.15 1.36 9.61
H 2.10 -0.32 9.89
H 0.95 1.23 7.41
H 2.27 0.17 7.59
H 2.19 -2.24 8.05
H 0.45 -2.92 7.85
H 1.00 -2.26 9.39
C 5.54 -5.74 -4.01
C 5.57 -4.22 -4.48
C 4.38 -3.52 -3.71
N 4.03 -2.07 -4.20
C 3.60 -2.18 -5.70
C 2.64 -1.13 -6.16
C 1.44 -0.90 -5.19
C 2.00 -0.59 -3.70
C 2.82 -1.74 -3.25
C 5.18 -1.09 -3.97
H 4.88 -6.27 -4.70
H 5.16 -5.88 -3.00
H 6.53 -6.20 -4.08
H 5.50 -4.19 -5.57
H 6.53 -3.73 -4.32
H 4.70 -3.38 -2.68
H 3.45 -4.08 -3.68
H 3.07 -3.13 -5.75
H 4.46 -2.36 -6.34
H 2.34 -1.30 -7.19
H 3.12 -0.15 -6.23
H 0.80 -1.78 -5.25
H 0.86 -0.03 -5.49
H 1.15 -0.41 -3.04
H 2.53 0.36 -3.70
H 2.20 -2.64 -3.23
H 3.25 -1.60 -2.26
H 5.07 -0.09 -4.39
H 5.99 -1.39 -4.64
H 5.66 -1.05 -2.99
N -1.85 7.48 -2.84
S -2.54 8.88 -2.37
O -3.99 8.93 -2.25
O -1.73 10.04 -2.52
F -2.09 8.53 -0.86
S -2.77 7.19 -3.99
O -2.89 8.19 -5.01
O -3.91 6.28 -3.67
F -1.71 6.15 -4.66
N -5.70 -3.28 1.20
S -4.36 -4.29 1.40
O -3.14 -3.60 1.81
O -4.20 -5.51 0.63
F -4.81 -4.87 2.80
S -5.12 -2.39 0.21
O -4.46 -3.02 -0.93
O -4.59 -1.13 0.70
F -6.60 -2.00 -0.43
N -0.14 -6.31 4.35
S -1.02 -5.47 5.13
O -2.36 -5.89 5.34
O -0.80 -4.01 5.03
F -0.28 -5.79 6.58
S -0.93 -6.10 2.87
O -0.66 -4.85 2.11
O -2.18 -6.82 2.75
F 0.07 -7.12 2.07
N 0.43 -4.36 -2.63
S -0.60 -4.56 -3.72
O -1.74 -5.50 -3.56
O -0.21 -4.39 -5.15
F -1.27 -3.12 -3.48
S 1.21 -5.84 -3.06
O 1.87 -5.98 -4.31
O 0.43 -6.98 -2.53
F 2.47 -5.88 -2.03
N 0.68 7.79 2.61
S 0.86 7.61 4.10
O 2.22 7.64 4.69
O -0.14 6.81 4.83
F 0.45 9.09 4.59
S 0.59 6.13 2.21
O -0.62 5.69 1.54
O 1.23 5.14 3.03
F 1.61 6.21 1.00
N 5.88 -4.93 1.76
S 5.45 -4.30 0.48
O 6.49 -4.16 -0.51
O 4.25 -3.47 0.34
F 4.72 -5.69 0.02
S 6.03 -3.40 2.47
O 4.85 -3.00 3.28
O 6.87 -2.41 1.86
F 6.92 -3.83 3.76
N -5.23 1.14 -3.79
S -3.62 1.58 -3.81
O -2.70 0.46 -3.56
O -3.24 2.91 -3.32
F -3.51 1.76 -5.45
S -5.15 0.95 -2.29
O -5.17 2.07 -1.36
O -4.61 -0.35 -1.85
F -6.69 0.50 -2.16
N 3.70 0.68 0.01
S 3.93 1.92 -1.01
O 4.75 1.71 -2.14
O 3.85 3.23 -0.42
F 2.48 1.88 -1.77
S 5.19 0.35 0.20
O 6.18 1.35 0.41
O 5.61 -0.72 -0.68
F 5.08 -0.49 1.56
*
```

Results of the Mulliken charge analysis, in e, for atoms 1 through 8: atom 1 (C): -1.216, atom 2 (N): 1.018, atom 3 (C): -0.625, atom 4 (C): -0.055, atom 5 (C): 0.684, atom 6 (C): -0.516, atom 7 (C): -0.883, atom 8 (C): -0.177

Formula: C29H39HgN3O2SiTa
Source: the Open Molecules 2025 dataset
Level of theory: wB97M-V/def2-TZVPD

## Properties
Expectation value of S²: 0.76
HOMO (spin up / spin down) (eV): -13.576 / -13.575
Frontier orbital gap (spin up / spin down) (eV): 5.8 / 3.4

Structure (ORCA input):
```
! RIJCOSX wB97M-V def2-TZVPD def2/J DEFGRID3
* xyz 2 2
N 1.94 -0.48 -1.87
C 3.11 -1.00 -1.84
O 3.64 -1.91 -1.21
Hg 4.67 -0.27 -3.26
Ta 0.15 0.05 -1.62
N -0.73 -1.57 -2.32
N -0.12 1.78 -2.55
C -0.28 -2.98 -2.49
C 0.33 3.13 -2.11
C 0.77 -3.01 -3.59
C -1.42 -3.93 -2.88
C 0.34 -3.43 -1.17
C 0.52 4.06 -3.32
C -0.76 3.70 -1.21
C 1.64 3.02 -1.34
H 0.35 -2.64 -4.53
H 1.11 -4.05 -3.73
H 1.64 -2.40 -3.33
H -2.19 -3.99 -2.11
H -0.99 -4.94 -3.00
H -1.86 -3.64 -3.84
H 1.28 -2.90 -0.97
H 0.57 -4.51 -1.23
H -0.35 -3.26 -0.34
H 1.17 3.59 -4.07
H 1.02 4.97 -2.98
H -0.43 4.36 -3.77
H -1.71 3.81 -1.75
H -0.45 4.67 -0.82
H -0.94 3.03 -0.35
H 1.50 2.55 -0.36
H 2.02 4.04 -1.18
H 2.39 2.46 -1.92
C -1.13 1.77 -3.62
H -1.27 0.76 -4.03
H -2.10 2.14 -3.24
H -0.81 2.41 -4.45
C -2.18 -1.27 -2.42
H -2.77 -1.99 -1.82
H -2.40 -0.27 -2.02
H -2.50 -1.31 -3.47
O -0.14 0.23 0.23
Si -0.10 0.06 1.89
C 0.94 -1.42 2.29
C 0.44 -2.41 3.15
C 1.25 -3.51 3.49
C 2.54 -3.62 2.97
C 3.03 -2.63 2.10
C 2.23 -1.53 1.77
C 0.64 1.62 2.55
C -0.01 2.84 2.32
C 0.55 4.04 2.78
C 1.76 4.01 3.48
C 2.41 2.80 3.71
C 1.85 1.60 3.24
C -1.85 -0.18 2.46
C -2.68 -1.09 1.79
C -4.00 -1.28 2.23
C -4.49 -0.56 3.32
C -3.67 0.37 3.97
C -2.34 0.55 3.54
H -0.57 -2.32 3.56
H 0.86 -4.27 4.17
H 3.17 -4.46 3.24
H 4.03 -2.71 1.68
H 2.62 -0.76 1.11
H -0.97 2.86 1.80
H 0.04 4.98 2.59
H 2.20 4.94 3.85
H 3.36 2.77 4.25
H 2.36 0.65 3.42
H -2.31 -1.65 0.93
H -4.64 -2.00 1.72
H -5.52 -0.71 3.66
H -4.04 0.95 4.81
H -1.70 1.27 4.05
*
```

Results of the Mulliken charge analysis, in e, for atoms 1 through 8: atom 1 (N): -0.299, atom 2 (C): 0.697, atom 3 (O): -0.352, atom 4 (Hg): 0.293, atom 5 (Ta): 0.174, atom 6 (N): 0.523, atom 7 (N): 0.384, atom 8 (C): 1.248

Formula: CH4ClN2O
Source: the Open Molecules 2025 dataset
Level of theory: wB97M-V/def2-TZVPD

## Properties
HOMO (eV): -15.827
Frontier orbital gap (eV): 10.1

Structure (ORCA input):
```
! RIJCOSX wB97M-V def2-TZVPD def2/J DEFGRID3
* xyz 1 1
C -0.78 -0.24 -0.09
N -0.04 -1.20 0.33
N 0.28 1.35 -0.21
O 1.27 -0.98 0.18
Cl -2.42 -0.18 -0.35
H -0.04 -2.14 0.69
H 0.16 1.66 0.72
H 0.02 1.88 -0.98
H 1.55 -0.14 -0.29
*
```

Results of the Mulliken charge analysis, in e, for atoms 1 through 8: atom 1 (C): 0.460, atom 2 (N): 0.164, atom 3 (N): -0.569, atom 4 (O): -0.383, atom 5 (Cl): 0.024, atom 6 (H): 0.274, atom 7 (H): 0.281, atom 8 (H): 0.256

Formula: C14H16
Source: the Open Molecules 2025 dataset
Level of theory: wB97M-V/def2-TZVPD

## Properties
HOMO (eV): -8.758
Frontier orbital gap (eV): 9.7
SMILES: Cc1ccccc1.Cc1ccccc1

Structure (ORCA input):
```
! RIJCOSX wB97M-V def2-TZVPD def2/J DEFGRID3
* xyz 0 1
C 2.93 -0.46 0.64
C 1.95 -1.59 0.89
C 2.10 -2.73 1.76
C 1.01 -3.59 1.92
C 0.04 -3.63 0.93
C -0.18 -2.49 0.05
C 0.76 -1.41 0.22
H 4.01 -0.82 0.45
H 2.91 0.42 1.32
H 2.63 0.17 -0.25
H 2.93 -2.96 2.35
H 1.00 -4.37 2.75
H -0.76 -4.43 1.03
H -0.87 -2.36 -0.73
H 0.55 -0.47 -0.21
C 0.41 2.02 -2.60
C -0.59 2.18 -1.43
C -0.41 2.94 -0.27
C -1.55 3.11 0.49
C -2.69 2.32 0.30
C -2.82 1.46 -0.75
C -1.71 1.43 -1.62
H 0.45 2.87 -3.20
H 0.41 1.23 -3.27
H 1.40 2.03 -2.21
H 0.46 3.61 0.00
H -1.42 3.61 1.40
H -3.60 2.53 0.94
H -3.64 0.77 -0.99
H -1.81 0.83 -2.49
*
```

Results of the Mulliken charge analysis, in e, for atoms 1 through 8: atom 1 (C): -1.055, atom 2 (C): 0.572, atom 3 (C): -0.415, atom 4 (C): -0.468, atom 5 (C): -0.375, atom 6 (C): -0.571, atom 7 (C): -0.351, atom 8 (H): 0.297

Number 1: strongest force on any atom 0.067 hartree/bohr, calculated total energy -382.93687 hartree. Number 2: strongest force on any atom 0.213 hartree/bohr, calculated total energy -13027.91187 hartree. Number 3: strongest force on any atom 0.114 hartree/bohr, calculated total energy -1942.65490 hartree. Number 4: strongest force on any atom 0.120 hartree/bohr, calculated total energy -685.00547 hartree. Number 5: strongest force on any atom 0.090 hartree/bohr, calculated total energy -542.98919 hartree.